(1)
This record from OMol25 describes a cluster of 2 separate species, C5NO3 in total. The level of theory is ωB97M-V/def2-TZVPD.

Geometry (Å):
C1 -2.481 0.684 -0.392
C2 -1.145 0.571 -0.630
C3 0.106 1.169 -0.482
C4 -0.072 -0.254 -0.196
C5 2.462 -0.267 0.535
N1 -3.535 0.653 0.096
O1 2.346 -0.430 1.652
O2 0.128 -1.387 0.149
O3 2.758 -0.364 -0.541

Forces on the atoms, in the same order (eV/Å):
C 0.93 -0.56 0.89
C -2.57 1.50 -1.33
C 1.27 -1.91 0.52
C 0.88 0.94 0.01
C 0.26 -1.27 1.42
N -1.50 0.20 -0.25
O -0.75 0.67 3.71
O 0.35 -0.18 0.03
O 1.14 0.61 -5.00

For the HOMO-LUMO gap (spin up / spin down), the calculation gives 5.06 / 8.11 eV. The total charge is -1. Its expectation value of S² is 2.02. Its multiplicity is 3. The lowest unoccupied orbital energy (spin up / spin down) is 3.5 / 2.7 eV. The calculation puts the HOMO energy (spin up / spin down) at -1.54 / -5.38 eV.

***

(2)
This record from OMol25 describes a structure of composition C5O5Tb. The level of theory is ωB97M-V/def2-TZVPD.

Geometry (Å):
Tb1 0.202 0.193 0.341
O1 1.937 -2.276 -1.619
C1 1.339 -1.437 -1.077
C2 -2.195 -0.092 0.396
O2 -3.333 -0.271 0.573
C3 1.166 2.267 0.733
O3 1.674 3.300 1.013
C4 -0.361 1.084 -1.860
O4 -0.603 1.571 -2.885
O5 0.087 -2.598 2.586
C5 0.088 -1.741 1.800

Forces on the atoms, in the same order (eV/Å):
Tb 0.18 -0.53 0.43
O -3.40 4.72 2.95
C 4.16 -5.69 -3.75
C -8.13 -1.21 1.21
O 6.44 1.03 -1.10
C 4.81 9.83 2.62
O -3.60 -7.28 -2.04
C -1.66 3.12 -6.84
O 1.26 -2.59 5.40
O -0.03 4.64 -4.36
C -0.02 -6.03 5.48

The relative energy (zero: lowest compared OMol25 entry of this formula, charge and spin) is 0.0 kcal/mol. For the HOMO-LUMO gap (spin up / spin down), the calculation gives 12.06 / 10.85 eV. The total charge is +3. Its expectation value of S² is 12.66. Its multiplicity is 7. The lowest unoccupied orbital energy (spin up / spin down) is -16.2 / -15.9 eV. The calculation puts the HOMO energy (spin up / spin down) at -28.31 / -26.72 eV.

***

no.,E (hartree)
1,-470.89374
2,-1389.84097